Model i:
Here is 2 unconnected molecules or ions with the total composition CH5N2O from the OMol25 dataset. Energies are from the ωB97M-V functional and the def2-TZVPD basis.

```
! RIJCOSX wB97M-V def2-TZVPD def2/J DEFGRID3
* xyz -1 1
C -0.09 1.01 0.14
N -0.64 -1.12 0.43
N -0.30 -0.13 1.06
O 0.59 -2.53 -0.46
H -0.85 0.86 -0.64
H -0.33 1.89 0.89
H 0.99 1.10 -0.30
H 0.75 -2.48 -1.42
H -0.76 -1.99 1.08
*
```

Output
- LUMO energy (alpha / beta): 4.72 / 4.72 eV
- Molecular weight: 61.1 g/mol
- HOMO level (alpha / beta): -2.028 / -2.027 eV
- HOMO-LUMO gap (alpha / beta): 6.7 / 6.7 eV

Let us look at the natural (NBO) charges, expressed in e, one per atom:
1. C -0.476
2. N -0.267
3. N -0.334
4. O -1.197
5. H 0.183
6. H 0.168
7. H 0.191
8. H 0.401
9. H 0.331

=====

Model ii:
Here is 2 unconnected molecules or ions with the total composition CH5N2O from the OMol25 dataset. Energies are from the ωB97M-V functional and the def2-TZVPD basis.

```
! RIJCOSX wB97M-V def2-TZVPD def2/J DEFGRID3
* xyz -1 1
O -0.86 -2.01 -1.50
H -0.55 -1.16 -1.09
N -0.03 0.36 -0.48
C 0.60 0.57 0.72
N 0.52 1.55 1.63
H -0.64 1.23 -0.57
H -0.46 -2.67 -0.93
H 1.13 -0.24 1.24
H 0.30 2.37 0.98
*
```

Output
- LUMO energy: 4.77 eV
- Molecular weight: 61.1 g/mol
- HOMO level: -2.911 eV
- HOMO-LUMO gap: 7.7 eV

Let us look at the natural (NBO) charges, expressed in e, one per atom:
1. O -1.015
2. H 0.510
3. N -0.968
4. C 0.258
5. N -0.900
6. H 0.301
7. H 0.439
8. H 0.106
9. H 0.269

=====

What should be chosen as the least stable of them? Choose model i.

=====

Model i:
Here is 2 unconnected molecules or ions with the total composition C3H11N2O2 from the OMol25 dataset. Energies are from the ωB97M-V functional and the def2-TZVPD basis.

```
! RIJCOSX wB97M-V def2-TZVPD def2/J DEFGRID3
* xyz 1 1
C -0.48 0.58 -0.84
C 0.57 -0.53 -0.62
C 1.85 0.04 -0.05
N 2.70 0.65 -0.90
O 2.05 -0.04 1.14
N -1.82 0.12 -0.28
H -0.59 0.76 -1.90
H -0.28 1.45 -0.25
H 0.21 -1.21 0.15
H 0.69 -1.07 -1.54
H 2.49 0.78 -1.87
H 3.51 1.14 -0.58
H -2.51 0.85 -0.44
H -1.71 0.05 0.75
H -2.20 -0.76 -0.63
H -1.68 -0.31 3.05
H -1.07 -1.59 2.51
O -1.75 -0.92 2.30
*
```

Output
- LUMO energy: -3.40 eV
- Molecular weight: 107.1 g/mol
- HOMO level: -13.537 eV
- HOMO-LUMO gap: 10.1 eV

Let us look at the natural (NBO) charges, expressed in e, one per atom:
1. C -0.205
2. C -0.518
3. C 0.660
4. N -0.802
5. O -0.589
6. N -0.688
7. H 0.231
8. H 0.230
9. H 0.240
10. H 0.238
11. H 0.394
12. H 0.424
13. H 0.435
14. H 0.475
15. H 0.439
16. H 0.501
17. H 0.504
18. O -0.967

=====

Model ii:
Here is 2 unconnected molecules or ions with the total composition C3H11N2O2 from the OMol25 dataset. Energies are from the ωB97M-V functional and the def2-TZVPD basis.

```
! RIJCOSX wB97M-V def2-TZVPD def2/J DEFGRID3
* xyz 1 1
C -0.14 0.71 0.83
C 0.80 0.37 -0.32
C 1.74 -0.76 0.15
N 2.90 -0.86 -0.54
O 1.43 -1.49 1.06
N -1.41 1.32 0.32
H 0.36 1.34 1.56
H -0.44 -0.22 1.28
H 0.28 -0.01 -1.20
H 1.43 1.22 -0.59
H 3.13 -0.26 -1.30
H 3.42 -1.72 -0.43
H -1.88 1.98 0.93
H -2.06 0.55 0.07
H -1.22 1.85 -0.53
H -2.15 -1.75 -0.13
H -3.48 -1.28 -0.82
O -2.70 -0.99 -0.35
*
```

Output
- LUMO energy: -3.27 eV
- Molecular weight: 107.1 g/mol
- HOMO level: -13.672 eV
- HOMO-LUMO gap: 10.4 eV

Let us look at the natural (NBO) charges, expressed in e, one per atom:
1. C -0.228
2. C -0.537
3. C 0.676
4. N -0.801
5. O -0.601
6. N -0.691
7. H 0.241
8. H 0.250
9. H 0.241
10. H 0.234
11. H 0.402
12. H 0.423
13. H 0.441
14. H 0.477
15. H 0.427
16. H 0.508
17. H 0.517
18. O -0.979

=====

Model iii:
Here is 2 unconnected molecules or ions with the total composition C3H11N2O2 from the OMol25 dataset. Energies are from the ωB97M-V functional and the def2-TZVPD basis.

```
! RIJCOSX wB97M-V def2-TZVPD def2/J DEFGRID3
* xyz 1 1
C -0.56 1.38 -0.26
C -0.91 0.24 0.68
C 0.32 -0.34 1.38
N 0.14 -0.64 2.68
O 1.34 -0.59 0.76
N 0.50 0.90 -1.20
H -0.23 2.34 0.13
H -1.41 1.59 -0.90
H -1.57 0.66 1.44
H -1.49 -0.52 0.13
H -0.54 -0.16 3.24
H 0.91 -1.01 3.22
H 1.34 0.59 -0.68
H 0.79 1.59 -1.89
H 0.24 0.04 -1.71
H 1.13 -2.17 -2.15
H -0.23 -2.12 -2.83
O 0.24 -1.78 -2.03
*
```

Output
- LUMO energy: -3.01 eV
- Molecular weight: 107.1 g/mol
- HOMO level: -14.147 eV
- HOMO-LUMO gap: 11.1 eV

Let us look at the natural (NBO) charges, expressed in e, one per atom:
1. C -0.210
2. C -0.525
3. C 0.684
4. N -0.781
5. O -0.647
6. N -0.709
7. H 0.232
8. H 0.227
9. H 0.243
10. H 0.263
11. H 0.406
12. H 0.420
13. H 0.469
14. H 0.428
15. H 0.468
16. H 0.500
17. H 0.497
18. O -0.963

=====

What should be chosen as the least stable of them? Choose model i.

=====

Model i:
Here is 2 unconnected molecules or ions with the total composition C4H10N2OS from the OMol25 dataset. Energies are from the ωB97M-V functional and the def2-TZVPD basis.

```
! RIJCOSX wB97M-V def2-TZVPD def2/J DEFGRID3
* xyz 0 1
O 1.13 -0.92 2.02
C 0.73 -0.55 0.92
N -0.16 0.46 0.67
C -0.38 1.30 -0.52
C -1.90 1.50 -0.80
S -2.78 1.94 0.73
C 1.30 -1.15 -0.35
N 1.99 -2.45 0.09
H -0.58 0.71 1.57
H -0.07 2.25 -0.10
H 0.30 1.12 -1.35
H -2.12 2.16 -1.63
H -2.32 0.57 -1.09
H -2.88 -0.09 1.33
H 0.50 -1.43 -1.06
H 2.09 -0.41 -0.65
H 2.53 -2.31 0.93
H 2.60 -2.69 -0.71
*
```

Output
- LUMO energy: -1.64 eV
- Molecular weight: 134.2 g/mol
- HOMO level: -9.212 eV
- HOMO-LUMO gap: 7.6 eV

Let us look at the natural (NBO) charges, expressed in e, one per atom:
1. O -0.617
2. C 0.678
3. N -0.643
4. C -0.234
5. C -0.557
6. S -0.011
7. C -0.345
8. N -0.832
9. H 0.418
10. H 0.199
11. H 0.228
12. H 0.237
13. H 0.221
14. H 0.121
15. H 0.214
16. H 0.197
17. H 0.380
18. H 0.346

=====

Model ii:
Here is a single C4H10N2OS molecule from the OMol25 dataset. Energies are from the ωB97M-V functional and the def2-TZVPD basis.

```
! RIJCOSX wB97M-V def2-TZVPD def2/J DEFGRID3
* xyz 0 1
C 0.49 0.62 -0.16
N -0.88 0.30 -0.50
C -1.96 0.86 0.18
N -1.81 2.12 0.68
O -3.00 0.24 0.31
C 1.23 -0.53 0.56
C 1.08 -1.92 -0.02
S 1.26 -2.12 -1.81
H 1.06 0.91 -1.05
H 0.53 1.46 0.53
H -1.07 -0.68 -0.62
H -2.67 2.63 0.77
H -1.03 2.67 0.33
H 2.26 -0.22 0.63
H 0.87 -0.50 1.59
H 1.79 -2.58 0.48
H 0.10 -2.33 0.22
H 1.75 -0.91 -2.13
*
```

Output
- LUMO energy: 0.69 eV
- SMILES: NC(=O)NCCCS
- Molecular weight: 134.2 g/mol
- HOMO level: -9.317 eV
- HOMO-LUMO gap: 10.0 eV

Let us look at the natural (NBO) charges, expressed in e, one per atom:
1. C -0.216
2. N -0.643
3. C 0.777
4. N -0.847
5. O -0.648
6. C -0.414
7. C -0.529
8. S -0.040
9. H 0.183
10. H 0.201
11. H 0.401
12. H 0.406
13. H 0.379
14. H 0.211
15. H 0.217
16. H 0.227
17. H 0.216
18. H 0.119

=====

Model iii:
Here is a single C4H10N2OS molecule from the OMol25 dataset. Energies are from the ωB97M-V functional and the def2-TZVPD basis.

```
! RIJCOSX wB97M-V def2-TZVPD def2/J DEFGRID3
* xyz 0 1
O -1.17 1.49 0.78
C -0.37 0.71 0.29
N 0.82 0.42 0.96
C 1.48 -0.89 0.91
N 2.81 -0.86 1.45
C -0.55 0.09 -1.06
C -1.84 0.47 -1.79
S -3.37 -0.12 -1.00
H 0.69 0.72 1.91
H 0.87 -1.61 1.48
H 1.49 -1.32 -0.09
H 3.33 -0.11 1.00
H 2.83 -0.59 2.42
H 0.27 0.31 -1.76
H -0.46 -1.00 -1.01
H -1.81 0.16 -2.83
H -1.88 1.57 -1.79
H -3.16 0.57 0.13
*
```

Output
- LUMO energy: 0.77 eV
- SMILES: NCNC(=O)CCS
- Molecular weight: 134.2 g/mol
- HOMO level: -8.925 eV
- HOMO-LUMO gap: 9.7 eV

Let us look at the natural (NBO) charges, expressed in e, one per atom:
1. O -0.609
2. C 0.692
3. N -0.641
4. C -0.057
5. N -0.814
6. C -0.536
7. C -0.512
8. S -0.061
9. H 0.384
10. H 0.175
11. H 0.192
12. H 0.358
13. H 0.353
14. H 0.240
15. H 0.230
16. H 0.227
17. H 0.225
18. H 0.153

=====

Model iv:
Here is 2 unconnected molecules or ions with the total composition C4H10N2OS from the OMol25 dataset. Energies are from the ωB97M-V functional and the def2-TZVPD basis.

```
! RIJCOSX wB97M-V def2-TZVPD def2/J DEFGRID3
* xyz 0 1
C 1.58 -0.38 -0.85
C 0.92 0.76 -0.66
C 0.96 -1.78 -0.55
C 0.88 2.22 -0.41
N -2.10 -1.02 -0.35
N -1.13 -0.32 1.86
O -2.19 1.39 0.55
S -1.46 0.23 0.29
H 2.65 -0.29 -1.20
H -0.14 -1.82 -0.52
H 1.26 -2.55 -1.11
H 1.14 -2.06 0.54
H 0.76 2.23 0.67
H 0.16 2.75 -0.93
H 1.85 2.65 -0.59
H -2.25 -1.11 -1.38
H -1.35 -1.26 2.10
H -1.54 0.35 2.55
*
```

Output
- LUMO energy (alpha / beta): -0.36 / -0.37 eV
- Molecular weight: 134.2 g/mol
- HOMO level (alpha / beta): -8.236 / -8.230 eV
- HOMO-LUMO gap (alpha / beta): 7.9 / 7.9 eV

Let us look at the natural (NBO) charges, expressed in e, one per atom:
1. C -0.290
2. C 0.152
3. C -0.657
4. C -0.707
5. N -1.211
6. N -1.085
7. O -0.965
8. S 1.897
9. H 0.235
10. H 0.270
11. H 0.212
12. H 0.223
13. H 0.252
14. H 0.248
15. H 0.231
16. H 0.396
17. H 0.399
18. H 0.399

=====

What should be chosen as the least stable of them? Choose model iv.